Formula: C22H35EuNO4P2
Source: the OMol25 dataset
Level of theory: ωB97M-V/def2-TZVPD

2S+1 ... 8
Frontier orbital gap (alpha / beta) ... 0.21770 / 0.22301 hartree
LUMO level (alpha / beta) ... -0.9812 / -0.9797 eV
<S²> ... 15.7608
Charge ... 0

Structure (XYZ):
```
65
C22H35EuNO4P2 (ωB97M-V/def2-TZVPD)
P -0.202 -1.942 -4.021
P 0.219 1.284 -3.858
C -0.356 -0.936 -5.578
C 0.349 0.428 -5.512
H -1.441 -0.844 -5.789
H 0.101 -1.558 -6.364
H 1.431 0.365 -5.744
H -0.113 1.130 -6.220
C -1.459 1.978 -4.143
H -1.731 2.650 -3.322
H -2.200 1.173 -4.233
H -1.398 2.535 -5.083
C 1.299 2.715 -4.155
H 0.911 3.272 -5.016
H 2.317 2.354 -4.363
H 1.307 3.346 -3.260
C -1.186 -3.411 -4.401
H -1.095 -4.114 -3.565
H -0.805 -3.863 -5.326
H -2.239 -3.116 -4.527
C 1.517 -2.526 -4.318
H 2.229 -1.689 -4.313
H 1.517 -3.006 -5.302
H 1.791 -3.249 -3.539
Eu -1.391 -0.188 2.494
C 0.747 1.287 -0.828
C -0.574 1.088 -1.037
C -1.327 -0.069 -1.608
C -1.588 -1.360 -0.791
C -0.457 -2.373 -0.894
C 0.852 -2.160 -1.135
C 1.542 -0.957 -1.684
C 1.847 0.273 -0.769
C -0.078 -2.143 2.863
H 1.053 2.308 -0.546
H -1.233 1.924 -0.745
H -0.830 -0.436 -2.536
H -2.296 0.327 -1.973
H -1.980 -1.139 0.235
H -2.469 -1.865 -1.248
H -0.750 -3.409 -0.645
H 1.540 -2.973 -0.863
H 0.959 -0.526 -2.521
H 2.495 -1.298 -2.133
H 2.119 -0.067 0.257
H 2.774 0.774 -1.163
H 0.756 -1.868 3.536
H 0.264 -2.903 2.152
H -0.891 -2.570 3.502
O -1.805 1.029 4.431
C -0.540 1.240 4.679
O 0.335 1.025 3.766
C -0.222 1.610 6.098
C -1.332 1.735 6.939
C -1.189 1.891 8.312
C 0.089 1.940 8.898
C 1.213 1.854 8.048
C 1.072 1.708 6.663
N 0.226 2.029 10.313
O -0.818 2.094 11.009
O 1.368 2.036 10.827
H -2.337 1.666 6.539
H -2.066 1.949 8.949
H 2.195 1.860 8.517
H 1.965 1.683 6.041
```



Formula: C22H35FO11
Source: the OMol25 dataset
Level of theory: ωB97M-V/def2-TZVPD

Frontier orbital gap ... 0.36729 hartree
LUMO level ... 0.3766 eV
Charge ... 0

Structure (XYZ):
```
69
C22H35FO11 (ωB97M-V/def2-TZVPD)
C 5.435 0.995 0.696
O 5.488 2.172 1.528
C 4.946 3.326 0.873
C 3.368 3.535 1.157
O 2.688 2.484 0.421
C 1.351 2.827 0.132
O 1.166 3.833 -0.596
C 0.069 2.030 0.619
C 0.374 0.727 1.504
F 1.458 0.872 2.441
H 5.466 1.197 -0.420
H 4.427 0.481 0.905
H 6.274 0.273 0.998
H 5.094 3.306 -0.266
H 5.441 4.299 1.230
H 3.119 4.584 0.804
H 3.220 3.476 2.285
H -0.471 1.668 -0.328
H -0.671 2.760 1.104
H -0.567 0.533 2.134
H 0.467 -0.194 0.828
O -4.135 3.328 -0.698
C -3.383 3.744 -1.541
O -2.225 3.126 -1.890
C -1.518 3.940 -2.835
C -2.571 4.831 -3.457
C -3.550 5.021 -2.318
H -0.753 4.509 -2.299
H -1.031 3.306 -3.577
H -2.167 5.766 -3.849
H -3.063 4.305 -4.281
H -3.273 5.864 -1.680
H -4.572 5.131 -2.678
O -1.637 -1.837 0.718
C -2.621 -1.133 0.735
O -2.708 0.075 0.116
C -3.972 0.678 0.436
C -4.872 -0.466 0.838
C -3.898 -1.437 1.472
H -3.821 1.393 1.250
H -4.351 1.209 -0.433
H -5.684 -0.163 1.501
H -5.316 -0.921 -0.053
H -3.753 -1.231 2.536
H -4.203 -2.471 1.318
O 3.986 -3.609 3.874
C 2.908 -3.466 3.363
O 2.175 -4.486 2.828
C 0.999 -3.946 2.207
C 0.782 -2.607 2.866
C 2.186 -2.159 3.171
H 1.181 -3.854 1.132
H 0.156 -4.621 2.366
H 0.227 -1.906 2.243
H 0.226 -2.740 3.800
H 2.633 -1.624 2.329
H 2.227 -1.555 4.076
O 0.096 -2.875 -4.606
C 0.056 -3.748 -3.781
O -0.186 -5.057 -4.069
C -0.274 -5.805 -2.849
C 0.469 -4.979 -1.824
C 0.214 -3.563 -2.295
H -1.330 -5.933 -2.594
H 0.177 -6.788 -2.988
H 0.141 -5.167 -0.801
H 1.540 -5.197 -1.880
H -0.714 -3.159 -1.884
H 1.054 -2.908 -2.068
```



Formula: C22H35N2O13P2S
Source: the OMol25 dataset
Level of theory: ωB97M-V/def2-TZVPD

Frontier orbital gap ... 0.20724 hartree
LUMO level ... 1.6449 eV
Charge ... -1

Structure (XYZ):
```
75
C22H35N2O13P2S (ωB97M-V/def2-TZVPD)
C -0.286 -3.886 4.282
C 0.421 -2.758 3.506
P 0.088 -1.079 4.253
C 1.053 0.078 3.124
C 1.447 1.396 3.812
P -2.101 -0.612 3.856
N -1.735 1.067 4.299
C -1.485 1.312 5.462
S -0.939 1.600 6.911
C -2.711 -1.810 5.177
O -3.500 -2.697 4.799
O -2.267 -1.658 6.324
N -3.846 -0.129 3.453
C -4.019 1.273 3.189
C -4.753 2.044 4.286
O -3.676 1.838 2.183
C -4.392 -0.875 2.351
C -5.543 -1.827 2.701
O -4.032 -0.775 1.207
H -1.323 -3.947 3.943
H -0.310 -3.633 5.345
H 0.197 -4.857 4.148
H 1.507 -2.900 3.556
H 0.126 -2.740 2.452
H 0.527 0.213 2.181
H 1.981 -0.452 2.880
H 1.598 1.302 4.886
H 2.326 1.811 3.307
H 0.651 2.129 3.637
H -1.861 -1.028 2.511
H -4.991 1.386 5.121
H -4.204 2.934 4.588
H -5.705 2.349 3.835
H -5.118 -2.826 2.794
H -5.960 -1.493 3.651
H -6.269 -1.757 1.891
C 4.203 -1.504 -2.454
C 3.108 -0.739 -1.756
C 3.560 0.034 -0.543
O 2.376 0.064 0.261
C 1.640 -1.034 -0.062
O 0.697 -1.429 0.542
O 2.134 -1.626 -1.181
H 5.026 -0.846 -2.724
H 4.579 -2.313 -1.825
H 3.820 -1.967 -3.365
H 2.592 -0.087 -2.466
H 3.884 1.044 -0.786
H 4.351 -0.473 0.017
C 6.265 -1.465 -8.013
C 5.243 -0.851 -7.088
C 4.854 0.566 -7.436
O 4.497 1.104 -6.158
C 5.190 0.415 -5.220
O 5.274 0.729 -4.078
O 5.774 -0.683 -5.762
H 5.929 -1.418 -9.049
H 7.223 -0.953 -7.922
H 6.436 -2.510 -7.753
H 4.361 -1.494 -7.017
H 4.012 0.619 -8.122
H 5.686 1.149 -7.840
C -3.290 2.579 -0.496
C -3.197 3.221 -1.859
C -4.346 2.893 -2.779
O -3.740 2.994 -4.076
C -2.417 2.730 -3.923
O -1.663 2.540 -4.825
O -2.078 2.711 -2.616
H -4.233 2.827 -0.012
H -3.203 1.494 -0.565
H -2.480 2.918 0.146
H -3.068 4.303 -1.761
H -5.174 3.592 -2.689
H -4.719 1.874 -2.646
```



Formula: C22H35N5O2W
Source: the OMol25 dataset
Level of theory: ωB97M-V/def2-TZVPD

Frontier orbital gap ... 0.24295 hartree
LUMO level ... -13.6226 eV
Charge ... +4

Structure (XYZ):
```
65
C22H35N5O2W (ωB97M-V/def2-TZVPD)
W 1.252 -1.306 0.235
C -0.165 0.312 3.099
C -0.800 -1.082 3.041
C -2.307 -1.006 2.832
C -0.105 -1.978 2.030
C 1.281 -2.308 2.204
C 1.856 -3.354 1.416
C 1.212 -3.868 0.295
C 1.729 -5.041 -0.467
C -0.044 -3.277 -0.058
C -0.745 -2.518 0.902
H -0.570 0.862 3.947
H -0.403 0.893 2.200
H 0.919 0.292 3.224
H -0.612 -1.575 4.002
H -2.574 -0.476 1.909
H -2.752 -0.443 3.652
H -2.784 -1.986 2.823
H 1.820 -1.921 3.060
H 2.839 -3.727 1.685
H 1.192 -5.917 -0.086
H 2.789 -5.219 -0.302
H 1.510 -4.974 -1.531
H -0.554 -3.610 -0.953
H -1.777 -2.251 0.705
N -0.541 -0.178 -0.666
C -0.141 1.194 -1.126
C -1.263 2.223 -1.307
C -2.016 2.662 -0.045
C -3.106 3.706 -0.326
N -2.560 5.051 -0.507
C -3.298 6.175 -0.450
N -4.621 6.106 -0.378
N -2.692 7.356 -0.447
C 0.949 1.641 -0.179
O 1.226 2.712 0.201
O 1.708 0.507 0.227
H -0.978 -0.668 -1.444
H -1.268 -0.065 0.041
H 0.347 1.061 -2.097
H -1.964 1.832 -2.048
H -0.780 3.082 -1.780
H -1.329 3.055 0.708
H -2.534 1.808 0.405
H -3.782 3.733 0.530
H -3.685 3.405 -1.204
H -1.596 5.163 -0.774
H -5.125 5.269 -0.616
H -5.173 6.936 -0.221
H -1.702 7.445 -0.287
H -3.216 8.212 -0.547
N 3.518 -1.304 0.220
C 3.495 -2.001 -1.039
C 2.342 -1.655 -1.811
C 2.098 -2.397 -3.012
C 2.953 -3.401 -3.381
C 4.077 -3.695 -2.585
C 4.330 -3.035 -1.382
H 3.802 -0.324 0.140
H 4.127 -1.740 0.911
H 2.144 -0.580 -1.925
H 1.292 -2.101 -3.672
H 2.801 -3.936 -4.309
H 4.769 -4.464 -2.913
H 5.180 -3.311 -0.768
```